Entry 1:
Entry from OMol25: a structure of composition C40H53AsHfO6S3Sb (the ωB97M-V functional and the def2-TZVPD basis).

```
105
Properties=species:S:1:pos:R:3:forces:R:3
Hf -1.421 -0.450 -1.039 0.78 -0.76 1.77
O -3.863 -1.959 -4.137 0.01 0.25 0.02
S -3.552 -0.828 -3.307 0.16 -0.05 0.26
O -4.458 0.279 -3.263 -0.06 -0.27 -0.09
O -3.182 -1.333 -1.914 0.46 0.63 0.20
C -1.996 -0.127 -3.976 -0.76 0.14 -0.34
C -1.438 -0.856 -5.019 0.13 0.08 -0.03
C -0.495 -0.283 -5.861 -0.04 0.03 0.07
C -0.150 1.051 -5.707 0.00 -0.01 0.00
C -0.685 1.793 -4.661 0.08 -0.20 -0.27
C -1.595 1.210 -3.796 0.26 0.25 0.29
S -1.663 2.071 -2.212 0.14 -0.10 -0.70
O -1.673 3.482 -2.395 0.18 -0.23 0.09
O -0.416 1.445 -1.642 0.14 -0.10 0.03
O -2.718 1.461 -1.406 -0.58 -0.36 0.03
H -1.787 -1.867 -5.180 -0.01 0.03 0.00
H -0.064 -0.875 -6.657 0.02 0.02 -0.01
H 0.557 1.516 -6.381 -0.01 -0.02 -0.01
H -0.368 2.814 -4.498 -0.04 -0.01 0.06
C -4.253 3.220 3.610 0.01 0.03 0.03
C -3.638 2.518 2.395 0.15 0.06 -0.06
C -2.962 3.569 1.518 0.12 -0.05 -0.11
C -4.758 1.946 1.533 -0.04 -0.09 -0.11
Sb -2.193 0.987 3.239 -0.60 0.49 0.58
C -3.561 -0.885 3.021 0.22 -0.10 0.04
C -4.054 -1.454 1.702 -0.04 -0.04 -0.08
C -2.746 -1.966 3.729 0.07 -0.08 0.05
C -4.713 -0.529 3.956 -0.08 0.00 0.08
C -0.172 2.100 2.916 0.19 -0.30 0.13
C -0.244 3.220 3.954 -0.04 0.08 -0.04
C 0.326 2.570 1.563 -0.08 0.10 -0.07
C 0.830 1.089 3.479 0.06 -0.08 0.01
H -4.877 4.059 3.267 -0.01 -0.04 0.01
H -3.494 3.626 4.284 0.01 -0.01 -0.05
H -4.888 2.551 4.195 0.04 -0.04 0.00
H -3.705 4.331 1.240 0.00 -0.03 0.00
H -2.589 3.132 0.588 -0.01 0.02 0.09
H -2.137 4.084 1.998 0.08 0.03 0.16
H -5.453 2.762 1.287 0.02 -0.03 -0.03
H -5.337 1.166 2.014 -0.01 0.01 0.02
H -4.380 1.549 0.589 0.01 0.03 0.04
H -3.237 -1.943 1.170 -0.02 0.08 -0.01
H -4.508 -0.722 1.035 -0.01 0.06 0.00
H -4.806 -2.238 1.880 -0.04 0.03 0.07
H -1.878 -2.276 3.143 -0.05 0.04 -0.01
H -3.370 -2.856 3.900 -0.01 0.02 -0.02
H -2.389 -1.629 4.708 -0.01 0.03 -0.02
H -5.438 0.168 3.538 0.03 -0.03 -0.01
H -4.345 -0.095 4.894 0.03 0.00 -0.03
H -5.265 -1.441 4.223 0.01 -0.01 0.00
H -0.694 4.145 3.597 -0.16 0.02 -0.16
H 0.769 3.477 4.289 0.01 0.00 -0.03
H -0.797 2.900 4.847 0.01 -0.01 -0.02
H -0.330 3.301 1.088 0.01 0.00 0.03
H 0.432 1.726 0.881 0.02 0.06 0.01
H 1.317 3.042 1.660 0.02 -0.01 0.06
H 0.572 0.789 4.500 -0.04 0.01 -0.01
H 1.831 1.543 3.515 0.01 0.02 0.01
H 0.905 0.186 2.873 -0.02 0.12 0.04
C 4.141 -3.515 -3.425 0.02 -0.03 -0.03
C 3.927 -3.731 -2.072 -0.03 -0.03 0.05
C 3.533 -2.685 -1.248 0.03 -0.01 0.01
C 3.351 -1.411 -1.768 0.05 0.04 -0.04
C 3.559 -1.202 -3.128 -0.02 -0.02 -0.03
C 3.958 -2.245 -3.952 0.00 0.02 -0.02
As 2.647 0.078 -0.696 -0.18 0.13 -0.08
C 4.158 1.279 -0.973 0.16 -0.07 0.15
C 4.386 2.119 -2.051 -0.03 -0.01 0.05
C 5.540 2.891 -2.092 -0.02 0.03 -0.07
C 6.451 2.834 -1.047 0.07 0.05 0.01
C 6.218 2.016 0.048 -0.04 -0.01 0.04
C 5.069 1.234 0.095 -0.05 0.07 -0.19
C 4.689 0.324 1.191 -0.09 -0.10 0.10
C 5.405 0.122 2.366 -0.04 0.02 -0.03
C 4.926 -0.767 3.318 0.05 0.00 0.04
C 3.734 -1.446 3.114 -0.05 -0.04 0.04
C 3.002 -1.241 1.951 -0.02 0.03 0.01
C 3.486 -0.368 0.991 0.16 0.01 -0.01
H 4.446 -4.334 -4.065 -0.01 0.02 0.00
H 4.059 -4.721 -1.650 0.01 0.01 -0.02
H 3.370 -2.875 -0.194 0.00 0.02 0.01
H 3.406 -0.219 -3.561 0.00 0.00 0.03
H 4.121 -2.061 -5.007 0.00 -0.02 0.01
H 3.663 2.187 -2.856 0.00 -0.02 0.00
H 5.724 3.545 -2.935 0.00 -0.01 0.01
H 7.348 3.442 -1.082 -0.02 -0.01 0.00
H 6.932 1.995 0.863 -0.01 -0.01 -0.01
H 6.326 0.662 2.549 0.01 -0.02 -0.01
H 5.482 -0.923 4.235 -0.01 0.01 -0.02
H 3.359 -2.122 3.872 0.00 0.01 0.00
H 2.043 -1.730 1.815 0.01 -0.01 -0.03
S -0.868 -0.564 1.252 -0.41 -0.36 -1.87
C -1.277 -4.030 -2.971 0.01 -0.04 -0.02
C -0.492 -3.649 -1.719 0.05 -0.03 -0.02
C -1.280 -3.998 -0.460 -0.08 0.00 0.07
C -0.044 -2.178 -1.748 -0.34 0.57 -0.12
H -1.581 -5.081 -2.942 0.03 0.00 0.02
H -0.669 -3.887 -3.870 0.00 0.03 0.02
H -2.182 -3.433 -3.071 -0.03 0.01 0.01
H 0.419 -4.265 -1.718 -0.01 -0.01 0.04
H -2.278 -3.543 -0.482 0.02 0.03 -0.03
H -0.781 -3.637 0.441 0.03 0.00 -0.01
H -1.424 -5.079 -0.366 0.00 0.01 -0.03
H 0.443 -1.997 -2.716 0.02 0.12 -0.01
H 0.751 -2.058 -1.004 0.06 -0.03 0.05
```
Positions in Å, forces in eV/Å.

## Properties
Net charge   -1
Relative energy (zero: lowest compared OMol25 entry of this formula, charge and spin)   1.990 eV



Entry 2:
Entry from OMol25: a structure of composition C42H42IrN2O3Sb (the ωB97M-V functional and the def2-TZVPD basis).

```
91
Properties=species:S:1:pos:R:3:forces:R:3
Ir 0.730 -0.642 0.931 0.51 3.07 1.03
C 3.876 -0.758 -0.256 0.26 -0.30 -0.03
O 2.867 -0.059 0.503 -0.80 -0.72 -0.13
C 3.158 1.183 0.997 -0.48 0.54 0.49
C 4.370 1.813 0.817 0.27 0.01 0.01
C 4.599 3.045 1.419 -0.17 0.00 0.07
C 3.620 3.653 2.208 0.30 -0.07 -0.13
C 2.398 3.050 2.359 -0.28 -0.35 -0.07
C 2.132 1.811 1.742 1.17 0.68 -0.12
N 0.883 1.222 1.781 -0.54 -3.97 -1.33
N 0.021 1.738 2.588 -0.81 1.08 0.16
C -1.229 1.364 2.756 0.85 -0.70 -0.01
C -1.824 0.171 2.115 0.19 0.11 0.34
O -1.260 -0.390 1.118 0.81 -1.12 0.38
C -3.034 -0.332 2.617 -0.60 0.02 -0.28
C -3.745 0.356 3.561 0.22 -0.23 -0.32
C -3.292 1.599 4.092 0.09 0.35 0.13
C -4.070 2.321 4.999 0.01 -0.04 0.00
C -3.630 3.544 5.493 -0.11 -0.16 -0.02
C -2.402 4.051 5.094 0.08 -0.11 -0.09
C -1.612 3.345 4.198 0.03 -0.09 0.01
C -2.034 2.110 3.692 -0.21 0.58 0.16
H 4.783 -0.875 0.335 -0.06 0.04 0.07
H 4.100 -0.220 -1.178 -0.09 0.08 0.05
H 3.463 -1.737 -0.481 -0.04 0.03 0.08
H 5.152 1.365 0.220 0.00 -0.02 0.04
H 5.554 3.531 1.272 -0.01 -0.01 0.00
H 3.824 4.598 2.691 -0.02 0.01 -0.03
H 1.616 3.511 2.941 0.01 0.04 0.00
H -3.401 -1.261 2.201 -0.04 0.05 -0.03
H -4.696 -0.042 3.897 0.04 -0.01 0.09
H -5.021 1.913 5.316 -0.01 0.04 0.00
H -4.248 4.100 6.185 0.01 -0.03 0.02
H -2.056 4.998 5.487 -0.01 0.02 -0.05
H -0.665 3.754 3.874 0.00 -0.01 0.05
C 0.658 2.718 -3.997 0.02 -0.09 0.03
C 0.300 1.503 -4.807 0.08 0.04 -0.08
C 0.198 1.579 -6.194 -0.11 0.05 0.09
C -0.161 0.473 -6.952 -0.01 -0.02 0.00
C -0.446 -0.740 -6.339 -0.07 -0.02 0.04
C -0.341 -0.852 -4.963 0.06 -0.21 -0.03
C 0.028 0.265 -4.221 0.35 0.06 0.55
Sb 0.167 0.059 -2.084 -1.07 0.00 -0.82
C 0.023 -2.073 -1.739 0.10 1.04 0.38
C -1.038 -2.568 -0.977 -0.12 -0.22 0.01
C -1.196 -3.942 -0.844 -0.06 -0.03 0.01
C -0.287 -4.796 -1.448 -0.09 0.01 -0.02
C 0.779 -4.289 -2.182 0.08 0.12 -0.04
C 0.976 -2.918 -2.326 0.16 -0.25 0.01
C 2.164 -2.399 -3.090 -0.08 0.00 0.00
C -1.506 1.281 -1.441 0.62 -0.51 0.01
C -1.168 2.409 -0.704 -0.01 -0.01 0.13
C -2.166 3.259 -0.254 0.05 0.01 0.01
C -3.489 2.961 -0.551 -0.02 0.07 0.03
C -3.804 1.845 -1.310 0.02 -0.08 -0.11
C -2.818 0.980 -1.795 -0.12 0.06 0.09
C -3.190 -0.172 -2.684 0.02 0.01 0.03
H 0.936 3.549 -4.641 0.04 0.01 0.03
H 1.502 2.516 -3.329 0.02 0.05 -0.02
H -0.194 3.039 -3.392 0.00 0.03 0.00
H 0.403 2.523 -6.683 0.00 -0.01 -0.01
H -0.219 0.558 -8.028 0.01 0.01 0.00
H -0.740 -1.601 -6.925 -0.02 0.02 -0.02
H -0.565 -1.799 -4.483 0.05 0.00 -0.01
H -1.766 -1.900 -0.536 0.03 -0.02 -0.03
H -2.028 -4.339 -0.278 -0.01 0.00 -0.01
H -0.400 -5.867 -1.342 -0.03 -0.01 -0.05
H 1.472 -4.969 -2.661 0.01 -0.02 0.04
H 2.802 -3.217 -3.415 0.03 0.01 0.01
H 2.766 -1.729 -2.470 -0.04 -0.03 -0.15
H 1.859 -1.847 -3.980 0.04 -0.01 -0.01
H -0.129 2.637 -0.493 0.03 0.03 0.05
H -1.907 4.151 0.302 -0.04 0.00 -0.01
H -4.280 3.619 -0.214 0.00 -0.02 0.00
H -4.837 1.640 -1.562 -0.01 0.03 0.01
H -4.271 -0.268 -2.762 0.00 -0.03 0.01
H -2.793 -1.119 -2.312 -0.04 0.02 -0.09
H -2.799 -0.012 -3.690 -0.01 -0.03 -0.03
C 1.234 -4.588 3.060 0.09 0.17 0.02
C 2.629 -4.002 3.318 -0.15 0.03 -0.18
C 2.424 -2.538 2.984 0.32 0.14 0.52
O 1.511 -2.552 1.854 -0.47 1.09 -0.80
C 0.730 -3.784 1.867 -0.34 -0.56 0.00
H 0.591 -4.440 3.927 0.00 0.01 0.00
H 1.264 -5.651 2.837 -0.01 -0.01 0.00
H 3.370 -4.448 2.656 0.01 0.01 0.00
H 2.955 -4.136 4.347 0.02 0.00 0.00
H 3.330 -2.015 2.681 -0.06 0.00 -0.08
H 1.959 -2.003 3.817 -0.05 0.02 -0.09
H 0.909 -4.289 0.919 0.07 0.13 0.04
H -0.330 -3.534 1.939 0.07 0.09 0.00
```
Positions in Å, forces in eV/Å.

## Properties
Net charge   +3
Total energy   -2304.35289 hartree
2S+1   2



Entry 3:
Entry from OMol25: the molecule C22H27FN4O2 (the ωB97M-V functional and the def2-TZVPD basis).

```
56
Properties=species:S:1:pos:R:3:forces:R:3
C -2.183 2.076 2.521 0.14 -0.15 -0.01
H -3.118 1.809 3.009 -0.14 -0.01 0.07
H -1.850 3.032 2.921 0.02 0.12 0.04
H -2.372 2.198 1.459 -0.08 0.07 -0.11
C -1.127 0.999 2.776 0.02 -0.01 0.16
C -0.799 0.963 4.271 -0.03 -0.02 -0.30
H -0.085 0.173 4.491 0.10 -0.10 0.05
H -0.373 1.911 4.590 0.06 0.12 0.07
H -1.700 0.781 4.853 -0.11 -0.02 0.10
C -1.636 -0.387 2.346 -0.03 0.16 -0.13
H -2.474 -0.683 2.978 -0.01 -0.06 0.05
H -0.826 -1.105 2.501 0.04 -0.06 0.07
C -2.052 -0.468 0.873 -0.13 0.09 -0.02
N -1.986 -1.856 0.436 0.03 0.01 0.42
C -2.690 -2.295 -0.624 0.13 -0.66 0.00
O -3.605 -1.674 -1.129 -0.24 0.31 -0.26
C -2.318 -3.688 -1.134 0.11 0.12 -0.11
H -2.902 -4.417 -0.569 -0.04 -0.02 -0.05
C -0.836 -4.062 -1.034 -0.17 -0.10 0.22
N 0.056 -3.060 -1.563 -0.26 -0.11 -0.20
C 0.899 -2.342 -0.797 0.28 0.24 -0.02
O 0.887 -2.334 0.422 0.12 -0.03 0.48
C 1.845 -1.592 -1.709 -0.01 0.09 -0.05
C 1.171 -1.659 -3.078 0.04 0.02 -0.02
H 1.886 -1.746 -3.893 -0.04 0.01 -0.04
H 0.577 -0.759 -3.232 0.04 -0.05 -0.02
C 0.260 -2.889 -2.983 0.03 -0.10 -0.33
H -0.696 -2.737 -3.490 0.05 -0.04 -0.04
H 0.737 -3.786 -3.403 -0.08 0.04 -0.01
H 2.011 -0.574 -1.362 -0.02 -0.01 0.09
H 2.805 -2.114 -1.694 0.01 -0.02 0.05
H -0.671 -4.998 -1.582 0.00 0.06 0.12
H -0.549 -4.226 0.009 0.01 -0.03 -0.13
H -2.655 -3.736 -2.171 -0.05 0.03 0.08
H -1.120 -2.316 0.690 0.03 -0.06 -0.11
C -1.123 0.354 0.041 0.29 0.21 0.18
C -0.086 1.105 0.546 -0.40 -0.22 -0.15
N 0.551 1.657 -0.525 -0.57 -0.52 0.22
N -0.041 1.291 -1.679 0.14 0.09 -0.76
C -1.042 0.505 -1.353 0.15 0.20 0.37
H -1.679 0.082 -2.104 -0.14 -0.08 -0.24
C 1.662 2.500 -0.576 0.71 0.57 -0.15
C 2.656 2.473 0.397 -0.22 -0.16 0.01
C 3.742 3.325 0.298 -0.05 0.09 -0.09
C 3.864 4.199 -0.767 -0.02 0.07 -0.14
C 2.877 4.192 -1.738 0.00 -0.14 0.19
C 1.778 3.362 -1.664 0.03 0.09 -0.01
H 1.023 3.365 -2.432 -0.04 0.05 -0.07
F 2.990 5.029 -2.788 -0.03 -0.08 0.08
H 4.705 4.868 -0.858 0.08 0.08 -0.03
H 4.508 3.300 1.058 0.07 -0.01 0.06
H 2.599 1.774 1.214 -0.02 -0.09 0.09
C 0.163 1.321 1.992 -0.05 -0.02 0.14
H 0.474 2.351 2.185 0.04 -0.01 0.06
H 0.956 0.651 2.338 0.06 0.06 0.05
H -3.087 -0.141 0.720 0.17 -0.02 0.10
```
Positions in Å, forces in eV/Å.

## Properties
Net charge   0
Relative energy (zero: lowest compared OMol25 entry of this formula, charge and spin)   0.000 eV
SMILES   CC1(C)Cc2c(cnn2-c2cccc(F)c2)[C@@H](NC(=O)CCN2CCCC2=O)C1